No. 1
{
  "formula": "C25H33FN2O9S",
  "method": "ωB97M-V/def2-TZVPD",
  "symbols": ["C", "C", "C", "O", "O", "C", "C", "C", "C", "C", "C", "C", "C", "C", "C", "F", "C", "O", "C", "C", "C", "C", "N", "C", "C", "C", "O", "C", "N", "C", "C", "C", "O", "H", "H", "H", "H", "H", "H", "H", "H", "H", "H", "H", "H", "H", "H", "H", "H", "H", "H", "H", "H", "H", "H", "H", "H", "H", "H", "H", "H", "H", "H", "H", "H", "H", "O", "S", "O", "O", "O"],
  "coordinates": [[6.1832, 0.7004, 0.7446], [4.8578, 1.1570, 0.4286], [4.1051, 0.9326, -0.9510], [3.5498, 1.9526, -1.4684], [4.0187, -0.3170, -1.6330], [3.4387, -1.3482, -0.8015], [1.8276, -1.2578, -0.6715], [1.0642, -2.4617, -1.4645], [0.1893, -3.3636, -0.4449], [-1.1853, -3.8993, -1.0719], [-2.2636, -4.3857, 0.0558], [-2.6609, -3.0665, 0.8685], [-2.3229, -2.8753, 2.2525], [-1.5616, -3.9565, 3.1403], [0.0024, -4.0968, 2.8301], [0.7639, -4.7175, 3.8788], [-2.7404, -1.4742, 2.9328], [-3.0800, -1.3715, 4.1380], [-2.6621, -0.2140, 1.9326], [-2.1950, 1.1982, 2.3661], [-2.1282, 2.3071, 1.2626], [-1.6005, 3.7723, 1.6752], [-2.6835, 4.7996, 1.7311], [-2.5157, 2.0842, -0.2153], [-2.4696, 3.2210, -1.3588], [-3.8514, 3.2621, -2.1840], [-4.9410, 3.8059, -1.3597], [-3.7295, 4.1063, -3.5709], [-2.8762, 3.3221, -4.5183], [-2.9844, 0.6752, -0.6529], [-3.0433, -0.4298, 0.4193], [-3.4725, -1.9382, 0.0503], [-4.3854, -2.1882, -0.7744], [6.3471, 0.0851, 1.6971], [7.1036, 0.9667, 0.1191], [4.2928, 1.7599, 1.2207], [3.7319, -2.3681, -1.2524], [3.8865, -1.3566, 0.2643], [1.6127, -1.3007, 0.4644], [1.4300, -0.2247, -1.0020], [0.4574, -2.0231, -2.3274], [1.8509, -3.1515, -1.9576], [0.8422, -4.2470, -0.1244], [0.0186, -2.7252, 0.4851], [-1.0178, -4.7652, -1.7973], [-1.6816, -3.0566, -1.6762], [-1.8694, -5.2299, 0.7108], [-3.1825, -4.7474, -0.5258], [-1.6411, -3.5881, 4.2342], [-2.0209, -4.9987, 3.1280], [0.1142, -4.7704, 1.9009], [0.4867, -3.0934, 2.5392], [-1.8966, 1.4199, 3.4537], [-0.9496, 3.7224, 2.6248], [-0.8710, 4.0941, 0.8358], [-2.4564, 5.4060, 2.5295], [-3.6199, 4.3829, 1.8096], [-1.5766, 2.9822, -2.0519], [-2.3154, 4.2252, -0.8387], [-4.2096, 2.2142, -2.5129], [-5.5565, 3.0481, -1.2250], [-4.7953, 4.0857, -4.0192], [-3.3712, 5.1748, -3.4040], [-1.8767, 3.5188, -4.3763], [-2.9893, 2.3118, -4.2997], [-3.2652, 0.3844, -1.7293], [9.5763, 2.2860, 1.1166], [10.0692, 1.5862, -0.0934], [10.9983, 2.4699, -0.8310], [8.9200, 1.2390, -0.9628], [10.7765, 0.3488, 0.3073]],
  "forces_ev_per_a": [[-1.891, 0.354, -0.360], [1.294, -1.909, -0.170], [-0.162, 5.144, -0.787], [1.327, -4.232, 1.345], [-0.323, 1.055, 2.203], [-0.177, -1.109, 0.853], [0.194, -0.065, 0.148], [0.531, -0.059, 0.327], [0.180, 0.175, -0.672], [-0.137, 0.028, 0.467], [-0.219, 1.422, -0.778], [0.391, -0.295, 2.255], [-0.635, 0.177, -2.540], [0.273, 0.596, 1.443], [0.025, -0.057, -1.645], [-1.440, 0.939, -1.097], [-0.247, 0.249, 1.065], [1.382, -0.323, -4.090], [0.242, 2.375, -2.104], [-1.212, -1.113, -3.719], [-0.524, -1.569, -0.243], [0.870, -1.072, -1.125], [0.622, -0.569, 0.551], [-0.470, -2.605, 1.373], [-0.253, -0.732, 0.831], [-0.091, 0.367, -0.487], [0.470, -1.383, -0.533], [-0.848, -1.375, 0.685], [0.228, 0.089, 0.762], [0.821, -0.079, 3.942], [0.814, 1.372, 0.890], [-0.982, 0.549, -0.442], [3.277, 0.541, 2.562], [0.051, 2.275, -0.586], [-0.670, -1.456, -0.229], [0.137, -1.817, -1.006], [-0.442, 1.706, 0.427], [-0.538, 0.356, -1.765], [0.124, -0.149, -1.775], [0.840, -1.639, 0.321], [0.538, -0.641, 1.301], [-1.202, 1.190, 0.752], [-0.936, 1.139, -0.371], [-0.129, -0.904, -1.327], [-0.061, 1.158, 0.971], [0.711, -1.186, 0.875], [-0.494, 1.303, -0.753], [1.189, 0.472, 0.982], [0.020, -0.544, -1.709], [0.380, 1.467, -0.249], [-0.021, 0.946, 1.561], [-0.701, -1.470, 0.907], [-0.528, -0.372, -1.989], [-1.229, -0.117, -1.277], [-1.004, -0.599, 1.329], [-0.699, -0.325, -0.532], [0.736, 0.282, 0.245], [-1.459, 0.444, 1.052], [-0.250, -1.263, -0.895], [0.951, 1.439, 0.474], [0.672, 1.033, 0.016], [1.634, 0.440, 0.836], [-0.412, -1.514, -0.307], [-0.636, -0.039, -0.043], [0.076, 0.989, -0.322], [0.531, 0.631, 1.939], [-0.504, 0.259, 0.558], [0.827, 0.181, 0.315], [0.241, 0.318, -0.348], [-1.228, -0.297, -0.427], [0.158, -0.585, 0.136]],
  "total_charge": -2,
  "lumo_ev": 1.1,
  "total_energy_ha": -2256.74647,
  "fmax_ha_per_bohr": 0.101,
  "gap_ev": 0.736
}

---

No. 2
{
  "formula": "C48H36N4ORuS",
  "method": "ωB97M-V/def2-TZVPD",
  "symbols": ["Ru", "C", "C", "C", "C", "C", "C", "C", "C", "C", "C", "C", "N", "C", "C", "C", "C", "C", "C", "C", "C", "C", "C", "C", "C", "C", "N", "C", "C", "C", "C", "C", "C", "C", "C", "C", "C", "C", "C", "N", "C", "C", "N", "C", "C", "C", "C", "C", "C", "H", "H", "H", "H", "H", "H", "H", "H", "H", "H", "H", "H", "H", "H", "H", "H", "H", "H", "H", "H", "H", "H", "H", "H", "H", "H", "H", "H", "O", "S", "C", "C", "C", "C", "H", "H", "H", "H", "H", "H", "H", "H"],
  "coordinates": [[0.2606, 0.5650, 0.8611], [5.8236, -3.1800, 4.6925], [5.1200, -2.1559, 5.3139], [4.0818, -1.5191, 4.6464], [3.7518, -1.8877, 3.3454], [4.4597, -2.9138, 2.7299], [5.4860, -3.5641, 3.4028], [2.6843, -1.1457, 2.5943], [3.0916, -0.3333, 1.5481], [4.4673, -0.1352, 1.1294], [4.4724, 0.8873, 0.2662], [3.0969, 1.3565, 0.1261], [2.2842, 0.5758, 0.8812], [2.7062, 2.4464, -0.6549], [1.3866, 2.7501, -0.9698], [0.9437, 3.8867, -1.7656], [-0.3948, 3.8422, -1.8088], [-0.8131, 2.7028, -1.0074], [-2.1442, 2.4026, -0.7128], [-3.1989, 3.3083, -1.2844], [-3.6696, 3.1242, -2.5796], [-4.6456, 3.9684, -3.0962], [-5.1430, 5.0091, -2.3253], [-4.6732, 5.1982, -1.0315], [-3.7091, 4.3449, -0.5097], [-2.5628, 1.4259, 0.1725], [-1.7509, 0.6979, 0.9904], [-2.5721, -0.0625, 1.7967], [-2.1564, -0.8609, 2.8413], [-3.2093, -1.4247, 3.7515], [-3.7439, -0.6342, 4.7643], [-4.7306, -1.1422, 5.6005], [-5.1929, -2.4404, 5.4214], [-4.6672, -3.2282, 4.4076], [-3.6734, -2.7229, 3.5783], [-0.8195, -1.1285, 3.1661], [-0.3905, -1.9694, 4.2700], [0.9524, -2.0562, 4.2009], [1.3686, -1.2527, 3.0660], [0.2635, -0.7064, 2.4625], [-3.9597, 0.1773, 1.4287], [-3.9557, 1.0819, 0.4422], [0.2839, 2.0549, -0.5254], [3.7908, 3.3853, -1.0994], [4.6466, 3.9453, -0.1565], [5.6204, 4.8593, -0.5390], [5.7573, 5.2135, -1.8730], [4.9195, 4.6467, -2.8233], [3.9431, 3.7397, -2.4373], [6.6359, -3.6727, 5.2105], [5.3816, -1.8482, 6.3181], [3.5381, -0.7135, 5.1265], [4.2009, -3.2108, 1.7190], [6.0240, -4.3680, 2.9170], [5.3178, -0.6944, 1.4822], [5.3269, 1.3029, -0.2436], [1.5853, 4.6239, -2.2165], [-1.0666, 4.5196, -2.3109], [-3.2740, 2.3152, -3.1827], [-5.0182, 3.8093, -4.1001], [-5.8898, 5.6774, -2.7340], [-5.0581, 6.0091, -0.4266], [-3.3427, 4.4859, 0.5004], [-3.3834, 0.3791, 4.8965], [-5.1402, -0.5223, 6.3876], [-5.9630, -2.8359, 6.0708], [-5.0332, -4.2358, 4.2567], [-3.2581, -3.3401, 2.7896], [-1.0514, -2.4272, 4.9892], [1.6138, -2.6049, 4.8511], [-4.8143, -0.2991, 1.8831], [-4.8077, 1.4844, -0.0832], [4.5265, 3.6915, 0.8907], [6.2696, 5.2954, 0.2089], [6.5171, 5.9234, -2.1724], [5.0293, 4.9048, -3.8685], [3.3214, 3.2675, -3.1892], [0.1825, -0.9118, -0.5954], [1.2020, -2.0787, -0.6136], [0.6433, -3.2963, 0.6089], [-0.2552, -4.2859, -0.1275], [0.4098, -4.4880, -1.4841], [0.6601, -3.0769, -2.0120], [0.1420, -2.7322, 1.3923], [1.5393, -3.7663, 1.0198], [-1.2452, -3.8456, -0.2644], [-0.3710, -5.2141, 0.4296], [-0.2084, -5.0589, -2.1749], [1.3559, -5.0202, -1.3627], [-0.2566, -2.5862, -2.3469], [1.4126, -3.0166, -2.7953]],
  "forces_ev_per_a": [[0.247, 0.102, 0.183], [-0.019, 0.044, 0.007], [-0.066, -0.028, -0.035], [0.098, 0.027, 0.007], [-0.101, 0.099, -0.209], [-0.014, -0.157, 0.042], [-0.019, 0.018, -0.027], [0.216, -0.197, 0.349], [-0.199, 0.537, 0.166], [0.257, -0.102, -0.035], [0.290, 0.070, -0.012], [-0.228, -0.711, 0.442], [0.297, -0.044, -0.417], [-0.001, 0.620, -0.418], [0.205, -0.107, 0.310], [-0.044, 0.162, -0.121], [0.065, 0.125, -0.093], [0.365, -0.281, 0.303], [-0.314, 0.286, -0.135], [0.135, -0.286, -0.118], [-0.077, 0.059, -0.050], [0.052, -0.057, 0.013], [0.034, 0.035, 0.050], [0.019, -0.053, -0.023], [-0.054, 0.039, -0.030], [0.213, -0.092, 0.269], [-0.462, -0.470, -0.162], [0.213, 0.715, -0.677], [0.353, -0.496, 0.832], [0.068, 0.019, -0.224], [-0.053, -0.053, 0.041], [0.042, -0.024, -0.062], [0.009, 0.065, 0.011], [0.042, 0.002, -0.029], [-0.062, -0.068, 0.055], [-0.499, 0.229, -0.396], [0.310, -0.167, 0.231], [-0.231, -0.082, 0.198], [-0.158, 0.053, -0.317], [0.185, 0.097, 0.100], [-0.144, -0.098, 0.112], [-0.162, 0.085, -0.053], [-0.421, 0.121, -0.085], [-0.314, -0.231, -0.136], [0.003, 0.201, 0.092], [-0.030, -0.094, 0.031], [-0.003, -0.003, -0.004], [-0.028, -0.033, 0.021], [0.172, -0.147, -0.149], [-0.024, -0.005, 0.003], [-0.008, -0.010, -0.013], [0.025, -0.003, 0.000], [0.029, 0.027, 0.007], [0.003, 0.018, 0.002], [-0.050, -0.021, 0.007], [-0.060, 0.037, 0.013], [0.002, -0.029, 0.030], [0.020, 0.006, 0.032], [-0.007, 0.008, 0.013], [0.024, 0.022, 0.005], [-0.012, -0.026, 0.020], [0.003, -0.010, -0.009], [-0.007, 0.007, -0.010], [-0.014, -0.007, 0.001], [0.008, -0.018, -0.009], [0.003, 0.011, -0.013], [0.019, 0.008, 0.024], [-0.016, 0.020, -0.009], [0.024, 0.009, -0.031], [-0.014, 0.014, -0.032], [0.064, 0.006, 0.019], [0.059, 0.053, 0.021], [0.020, -0.001, -0.015], [-0.007, 0.000, -0.003], [-0.011, -0.004, 0.008], [0.003, -0.005, 0.007], [-0.033, 0.059, 0.029], [-0.029, -0.334, -0.019], [0.047, 0.629, 0.380], [-0.267, -0.157, 0.023], [0.075, 0.058, -0.013], [-0.069, 0.077, 0.049], [-0.040, -0.069, -0.250], [0.057, -0.061, -0.045], [0.000, 0.001, -0.029], [-0.022, -0.026, 0.018], [0.021, -0.002, 0.025], [0.011, 0.023, -0.046], [-0.008, -0.024, -0.030], [0.010, -0.035, 0.004], [-0.019, 0.024, -0.014]],
  "de_lowest_kcal_mol": 0.9,
  "total_charge": 1,
  "lumo_ev": [-3.4, -5.5],
  "total_energy_ha": -2637.89535,
  "spin_multiplicity": 2,
  "fmax_ha_per_bohr": 0.020,
  "gap_ev": [6.079, 4.338]
}